{"formula": "C4H6N2O2", "method": "ωB97M-V/def2-TZVPD", "symbols": ["O", "C", "C", "C", "N", "N", "C", "O", "H", "H", "H", "H", "H", "H"], "xyz": [[2.641, 0.195, -0.071], [1.387, -0.334, -0.378], [0.215, -0.189, 0.474], [-0.953, -1.140, 0.281], [-2.133, -0.869, -0.145], [-2.349, 0.446, -0.420], [-1.544, 1.366, 0.076], [0.011, 1.273, 0.349], [2.542, 1.159, -0.761], [1.396, -1.466, 0.006], [0.906, -0.130, -1.333], [0.492, -0.544, 1.461], [-0.825, -2.228, 0.315], [-1.786, 2.461, 0.147]], "forces_ev_per_a": [[-1.56, 5.35, -3.75], [-0.58, -5.78, 0.72], [-0.05, 2.43, 1.95], [-0.84, -0.45, -2.32], [1.93, -1.36, 0.20], [1.19, 5.05, 2.62], [1.45, -0.04, -1.84], [-6.25, -1.72, 0.80], [1.10, -4.09, 3.57], [1.31, 0.98, -2.45], [1.23, -0.37, -0.90], [0.38, 1.02, 1.06], [0.62, 0.42, 0.76], [0.06, -1.43, -0.42]], "nbo_charge": [-0.662, -0.067, -0.028, 0.073, -0.234, -0.332, 0.374, -0.534, 0.472, 0.149, 0.178, 0.196, 0.215, 0.200], "smiles": "OC[C@@H]1C=NN=CO1", "multiplicity": 1, "relative_energy_kj_mol": 647.6, "total_charge": 0, "orbital_gap_ha": 0.3348, "energy_ha": -415.79397, "homo_ha": -0.3475}



{"formula": "C5H14", "method": "ωB97M-V/def2-TZVPD", "symbols": ["C", "C", "C", "H", "H", "H", "H", "H", "H", "H", "H", "C", "C", "H", "H", "H", "H", "H", "H"], "xyz": [[-0.690, -0.548, -0.533], [-0.292, -0.457, -2.057], [0.076, 0.856, -2.711], [-0.106, 0.120, 0.083], [-1.769, -0.262, -0.123], [-0.677, -1.552, -0.131], [-1.160, -1.023, -2.590], [0.633, -1.105, -2.237], [0.428, 1.663, -1.973], [-0.817, 1.198, -3.109], [0.937, 0.587, -3.317], [-0.044, 0.483, 2.878], [0.937, -0.357, 2.139], [-0.460, 1.283, 2.185], [-0.980, -0.091, 3.175], [0.397, 1.012, 3.791], [1.914, -0.109, 2.690], [0.628, -1.307, 2.310], [1.110, -0.278, 0.960]], "forces_ev_per_a": [[-2.18, 1.25, 0.22], [-0.74, -3.04, 0.85], [1.40, 0.26, 2.75], [0.15, -0.09, -0.37], [1.60, -0.11, -1.85], [0.73, -0.38, -0.15], [1.60, 1.15, 0.39], [-1.37, 0.34, 0.75], [-0.42, -1.27, -0.80], [-1.13, 1.20, -1.74], [-0.46, 0.81, -0.86], [-2.52, 2.39, -0.05], [3.68, 2.32, -1.11], [0.44, -0.53, 0.99], [1.22, 0.61, -0.09], [-0.74, -0.83, -1.28], [-0.93, -1.07, -1.27], [-0.10, -3.30, 0.36], [-0.24, 0.28, 3.25]], "nbo_charge": [-0.618, -0.397, -0.620, 0.200, 0.201, 0.211, 0.200, 0.192, 0.200, 0.213, 0.218, -0.621, -0.620, 0.203, 0.204, 0.213, 0.204, 0.201, 0.214], "smiles": "CCC.CC", "multiplicity": 1, "relative_energy_kj_mol": 209.5, "total_charge": 0, "orbital_gap_ha": 0.4262, "energy_ha": -198.80937, "homo_ha": -0.3845}



{"formula": "C38H37N3O5P2PtS", "method": "ωB97M-V/def2-TZVPD", "symbols": ["Pt", "O", "C", "O", "C", "C", "C", "C", "C", "O", "C", "C", "O", "O", "H", "H", "H", "H", "H", "H", "H", "H", "N", "P", "C", "C", "C", "C", "C", "C", "C", "C", "C", "C", "C", "C", "P", "C", "C", "C", "C", "C", "C", "C", "C", "C", "C", "C", "C", "H", "H", "H", "H", "H", "H", "H", "H", "H", "H", "H", "H", "H", "H", "H", "H", "H", "H", "H", "H", "H", "C", "C", "C", "C", "N", "C", "S", "N", "C", "H", "H", "H", "H", "H", "H", "H", "H"], "xyz": [[0.552, 0.120, 0.760], [2.256, -3.734, 1.103], [2.089, -2.573, 1.415], [0.945, -1.970, 1.291], [3.265, -1.774, 1.982], [2.862, -0.739, 3.052], [4.085, -0.251, 3.820], [4.760, 0.677, 2.794], [3.832, 0.531, 1.601], [2.525, 0.414, 2.219], [3.961, -0.841, 0.915], [3.324, -0.817, -0.473], [3.745, -1.299, -1.446], [2.022, -0.085, -0.636], [3.938, -2.538, 2.365], [2.010, -1.027, 3.659], [3.792, 0.295, 4.714], [4.718, -1.084, 4.120], [4.755, 1.708, 3.141], [5.786, 0.400, 2.557], [3.858, 1.351, 0.899], [4.997, -1.121, 0.737], [-0.520, 1.253, -1.810], [1.131, 0.997, -1.664], [1.901, 2.610, -1.623], [1.617, 3.349, -2.777], [2.152, 4.616, -2.929], [2.961, 5.153, -1.936], [3.229, 4.428, -0.786], [2.695, 3.158, -0.629], [1.515, 0.176, -3.223], [2.793, 0.315, -3.767], [3.106, -0.310, -4.959], [2.154, -1.092, -5.604], [0.886, -1.241, -5.065], [0.564, -0.610, -3.871], [-1.273, 0.821, -0.327], [-2.288, 2.227, 0.141], [-2.411, 2.712, 1.438], [-3.229, 3.804, 1.690], [-3.921, 4.416, 0.657], [-3.792, 3.946, -0.644], [-2.975, 2.859, -0.902], [-2.313, -0.569, -0.813], [-3.651, -0.383, -1.154], [-4.378, -1.436, -1.692], [-3.786, -2.682, -1.852], [-2.462, -2.879, -1.476], [-1.721, -1.824, -0.966], [-0.977, 1.247, -2.714], [1.003, 2.936, -3.569], [1.941, 5.182, -3.826], [3.375, 6.144, -2.060], [3.845, 4.852, -0.006], [2.860, 2.620, 0.287], [3.540, 0.919, -3.269], [4.092, -0.195, -5.386], [2.407, -1.590, -6.530], [0.149, -1.850, -5.569], [-0.423, -0.753, -3.449], [-1.872, 2.252, 2.251], [-3.316, 4.182, 2.700], [-4.553, 5.270, 0.860], [-4.321, 4.428, -1.454], [-2.876, 2.516, -1.925], [-4.131, 0.575, -1.006], [-5.408, -1.282, -1.985], [-4.359, -3.503, -2.264], [-2.001, -3.851, -1.587], [-0.688, -1.994, -0.677], [-1.800, -4.718, 3.944], [-2.308, -3.493, 3.273], [-3.565, -3.325, 2.740], [-3.887, -2.115, 2.122], [-2.998, -1.114, 2.023], [-1.817, -1.277, 2.559], [-0.637, 0.009, 2.740], [-1.469, -2.440, 3.160], [-5.256, -1.877, 1.583], [-2.625, -5.350, 4.261], [-1.192, -4.465, 4.813], [-1.180, -5.283, 3.245], [-4.294, -4.118, 2.816], [-0.525, -2.504, 3.527], [-6.006, -2.258, 2.275], [-5.372, -2.417, 0.641], [-5.416, -0.818, 1.405]], "forces_ev_per_a": [[-1.37, -0.73, 1.58], [0.22, -0.02, 0.14], [-0.25, -0.44, -0.31], [0.22, 0.22, 0.30], [-0.15, -0.01, -0.11], [0.05, -0.12, -0.32], [-0.02, -0.16, 0.20], [0.14, -0.08, -0.07], [-0.29, -0.07, -0.18], [0.19, 0.10, 0.09], [-0.61, 0.36, 0.28], [0.61, -0.77, -0.21], [0.09, 0.02, -0.11], [-0.85, 1.60, -0.61], [0.27, 0.23, -0.06], [-0.06, 0.09, -0.10], [-0.01, -0.02, 0.01], [-0.01, 0.00, 0.04], [0.04, 0.01, -0.06], [0.00, -0.01, 0.00], [0.00, 0.08, 0.07], [-0.07, -0.09, -0.14], [0.39, -0.49, 0.87], [1.19, -0.65, -1.11], [-0.04, -0.12, -0.11], [0.06, 0.04, -0.01], [-0.02, -0.03, -0.01], [0.01, 0.02, 0.03], [-0.02, 0.00, -0.03], [-0.08, -0.03, 0.15], [-0.14, 0.39, 0.13], [0.03, 0.11, -0.03], [0.01, -0.05, 0.05], [0.01, 0.00, -0.03], [0.01, 0.00, 0.10], [-0.07, -0.03, -0.02], [0.48, 0.29, 0.08], [-0.05, -0.01, -0.30], [0.04, -0.05, 0.06], [0.00, 0.02, -0.02], [0.00, 0.01, 0.00], [0.02, -0.01, 0.02], [-0.01, 0.05, 0.00], [-0.05, 0.03, -0.04], [0.01, 0.02, -0.09], [0.06, -0.04, -0.04], [-0.01, 0.03, 0.03], [-0.02, 0.00, 0.00], [0.10, -0.02, -0.03], [0.05, -0.19, -0.04], [-0.01, 0.00, 0.00], [-0.01, 0.00, -0.01], [0.01, 0.00, 0.00], [-0.01, 0.00, 0.01], [-0.07, 0.03, 0.08], [0.00, 0.03, -0.01], [0.00, 0.00, 0.01], [-0.01, 0.02, -0.02], [-0.01, -0.01, 0.01], [0.00, -0.02, 0.00], [0.00, -0.03, -0.01], [0.00, 0.00, 0.01], [-0.01, 0.00, 0.01], [0.00, 0.01, -0.01], [0.00, -0.01, 0.00], [0.01, 0.01, 0.01], [-0.02, 0.00, 0.02], [0.00, 0.00, -0.02], [0.00, -0.01, 0.00], [-0.03, 0.02, 0.04], [-0.04, -0.05, -0.03], [0.01, 0.12, -0.07], [0.05, -0.03, 0.01], [-0.07, -0.06, 0.01], [-0.02, 0.16, 0.20], [0.30, -0.26, 0.10], [-0.14, 0.72, -0.26], [-0.10, -0.06, -0.02], [0.00, -0.04, -0.02], [0.00, -0.01, 0.00], [0.01, -0.01, 0.00], [0.02, 0.01, 0.01], [-0.01, 0.00, 0.02], [0.03, -0.02, -0.15], [-0.01, 0.01, 0.01], [-0.02, 0.00, 0.03], [0.01, -0.01, 0.00]], "mulliken_charge": [3.359, -0.691, -0.584, -0.950, 0.265, 0.051, -0.995, -0.979, -0.450, -0.710, 0.085, -0.179, -0.420, -0.653, 0.625, 0.527, 0.356, 0.357, 0.354, 0.412, 0.687, 0.689, 0.634, 0.666, 0.585, -1.086, -0.807, -0.602, -0.797, -0.495, 0.377, -0.493, -0.876, -0.598, -0.874, -0.230, 0.478, 1.100, -0.322, -0.737, -0.585, -0.824, -0.726, 0.923, -0.504, -0.955, -0.648, -1.082, -0.652, 0.550, 0.410, 0.465, 0.438, 0.494, 0.580, 0.448, 0.450, 0.427, 0.468, 0.249, 0.405, 0.469, 0.434, 0.449, 0.296, 0.521, 0.482, 0.443, 0.595, 0.473, -1.513, 0.895, -1.022, 1.093, -0.150, 0.270, -0.733, 0.261, -1.527, 0.429, 0.405, 0.327, 0.498, 0.088, 0.550, 0.250, 0.307], "multiplicity": 1, "relative_energy_kj_mol": 288.9, "total_charge": 2, "orbital_gap_ha": 0.2651, "energy_ha": -3210.47987, "homo_ha": -0.4970}